Molecular formula: C5H24O7
Method: DFT, ωB97M-V/def2-TZVPD

Structure (XYZ):
```
36
Properties=species:S:1:pos:R:3:forces:R:3:lowdin_charge:R:1
O 0.921 -2.125 1.678 2.3 -1.8 1.7 0.193
H 0.982 -2.080 2.724 -0.1 0.1 -2.4 0.198
H 1.786 -2.348 1.149 -2.0 0.4 1.5 0.226
H 0.693 -1.229 1.348 -0.5 2.3 -1.6 0.049
O 0.701 -0.048 0.062 2.6 1.9 1.7 -0.418
H 1.470 0.685 0.163 -2.8 -2.6 -0.3 0.090
C -2.450 0.880 1.099 0.0 -2.2 0.3 -0.111
O -1.893 -0.356 0.634 -7.0 -1.7 0.6 -0.146
H -1.822 1.580 0.561 0.2 1.3 1.2 0.051
H -2.423 0.655 2.288 -0.5 1.9 -2.6 0.118
H -3.457 1.006 0.573 1.0 -0.3 1.5 0.099
H -1.029 -0.310 0.505 6.0 1.1 -0.7 -0.103
C 0.491 2.881 -1.454 2.9 -3.0 3.5 -0.175
O -0.541 1.897 -1.389 -0.4 -0.8 -0.2 -0.203
H 1.345 2.310 -0.917 -0.3 0.9 -1.2 0.067
H 0.482 3.670 -0.695 -1.3 0.5 -0.4 0.064
H 0.980 3.222 -2.358 -0.9 -0.2 -0.8 0.071
H -0.252 0.972 -0.947 0.2 3.0 -1.0 0.068
C -1.296 -2.157 -1.892 1.4 3.5 -1.3 -0.151
O 0.009 -2.222 -1.315 -1.3 1.1 1.9 -0.156
H -2.198 -2.468 -1.455 -0.7 -1.0 1.5 0.064
H -1.235 -2.454 -2.883 0.0 -1.4 -1.9 0.053
H -1.371 -1.053 -2.062 -1.0 -0.6 0.1 0.087
H -0.085 -1.330 -0.837 1.6 -2.0 -0.5 0.022
C 1.463 -0.348 -3.319 1.4 3.1 -1.5 -0.172
O 2.121 0.017 -2.168 1.5 0.9 -0.1 -0.106
H 1.751 -1.287 -3.553 0.1 -3.4 -1.1 0.050
H 1.821 0.302 -4.112 0.2 0.1 -0.4 0.087
H 0.445 -0.133 -3.287 -2.0 -0.2 0.2 0.060
H 1.505 -0.294 -1.547 -0.7 -0.5 2.5 -0.035
C 0.369 0.619 3.851 -3.3 0.2 -4.0 -0.140
O -0.016 -0.721 3.962 -0.2 -0.9 0.0 -0.099
H 0.589 0.922 2.813 -0.8 -0.8 -0.6 0.087
H 1.273 0.788 4.149 5.2 0.8 3.4 0.020
H -0.341 1.364 4.097 -0.8 0.4 1.0 0.089
H -0.789 -0.806 4.532 0.2 0.0 -0.2 0.104
```
Forces are in eV/Å.

## Properties
Relative energy (zero: lowest compared OMol25 entry of this formula, charge and spin) (kcal per mole): 172.47
Net charge: 0
Gap between HOMO and LUMO (eV): 8.60